Density functional theory data (ωB97M-V/def2-TZVPD) for a cluster of 15 separate species, C60H165N15O15 in total in a non-equilibrium geometry.

Computed properties:
Strongest force on any atom, hartree/bohr: 0.0526
Highest occupied orbital energy, eV: -8.30
Gap between HOMO and LUMO, eV: 8.6
Relative energy (zero: lowest compared OMol25 entry of this formula, charge and spin), kcal/mol: 129.4
Lowest unoccupied orbital energy, eV: 0.299

```
255
Properties=species:S:1:pos:R:3:forces:R:3
C -2.269 6.899 2.752 0.0 -1.1 -0.1
C -1.571 7.067 1.411 -1.2 -0.5 -0.3
C -1.961 5.997 0.360 0.9 -1.0 1.6
O -0.979 5.938 -0.654 0.0 0.0 -0.9
C -1.169 4.899 -1.630 0.4 -0.2 0.7
N -2.078 8.297 0.886 0.4 1.6 -1.2
H -2.248 5.841 3.013 0.2 0.0 0.6
H -3.329 7.149 2.698 0.1 0.2 -0.3
H -1.803 7.536 3.505 0.0 -0.2 0.1
H -0.491 7.143 1.532 0.1 -0.7 0.0
H -2.983 6.132 0.004 -0.1 0.5 -0.4
H -2.004 5.052 0.901 0.2 -0.5 0.0
H -2.230 4.756 -1.833 0.0 0.1 -0.4
H -0.754 3.944 -1.305 -0.3 -0.4 0.9
H -0.555 5.017 -2.523 -0.4 1.1 -0.1
H -1.903 8.223 -0.106 -0.2 0.4 -0.5
H -1.420 9.016 1.152 -0.2 0.6 0.2
C 2.395 5.972 -1.489 -0.6 0.5 0.2
C 3.630 5.085 -1.566 -1.0 -0.7 -0.7
C 3.763 4.335 -0.215 -0.1 1.3 -0.1
O 3.739 5.295 0.828 2.4 1.2 0.1
C 4.979 6.093 0.810 -1.5 0.4 1.2
N 3.451 4.154 -2.689 0.1 0.0 -0.4
H 2.209 6.643 -2.327 0.3 -0.5 -0.6
H 2.358 6.685 -0.665 0.4 -0.4 0.4
H 1.524 5.327 -1.368 -0.2 0.0 0.0
H 4.461 5.714 -1.887 0.4 -0.2 0.6
H 4.642 3.702 -0.091 0.0 0.0 -0.3
H 2.859 3.763 -0.004 0.0 -0.4 -0.5
H 5.885 5.555 1.092 -0.1 -0.6 -0.7
H 4.919 6.809 1.630 -0.5 0.0 0.2
H 5.044 6.730 -0.071 0.2 -0.5 -0.3
H 2.642 3.556 -2.603 -0.6 0.2 0.5
H 4.176 3.451 -2.704 0.6 0.1 0.0
C 5.169 -0.650 -0.749 0.0 0.0 -0.3
C 5.252 0.264 -2.021 -0.1 -0.9 1.4
C 4.769 -0.401 -3.275 -0.9 -1.1 -0.7
O 3.357 -0.816 -3.229 0.8 0.6 1.1
C 2.835 -1.250 -4.456 0.5 0.8 -0.4
N 4.621 1.575 -1.851 0.5 -0.7 0.1
H 5.737 -1.577 -0.824 0.2 -0.1 -0.5
H 4.158 -0.985 -0.517 -0.2 0.4 0.0
H 5.609 -0.148 0.112 -0.4 0.2 0.0
H 6.320 0.437 -2.155 0.2 0.0 -0.3
H 5.250 -1.353 -3.499 0.7 0.1 0.2
H 5.011 0.288 -4.084 -0.6 0.1 -0.4
H 1.963 -1.893 -4.333 0.1 -0.1 0.3
H 3.613 -1.738 -5.042 0.0 -0.4 -0.1
H 2.535 -0.354 -4.999 -0.2 0.0 -0.4
H 3.620 1.451 -1.807 -0.6 0.0 0.0
H 4.837 1.839 -0.900 0.2 0.4 0.3
C -6.139 -4.299 6.103 -0.5 -0.6 0.6
C -5.964 -2.933 5.508 -0.2 0.6 -0.6
C -5.218 -2.998 4.177 1.4 -0.9 -0.4
O -3.934 -3.671 4.417 -1.6 0.7 0.3
C -3.054 -3.661 3.320 0.3 -0.2 1.0
N -7.286 -2.301 5.341 0.0 0.4 -0.5
H -5.388 -5.020 5.780 0.3 0.3 0.4
H -7.097 -4.754 5.851 -0.2 0.3 -0.5
H -6.222 -4.196 7.185 0.5 -0.3 0.2
H -5.380 -2.275 6.151 0.5 -0.3 0.2
H -5.010 -2.043 3.695 -0.1 0.5 0.4
H -5.716 -3.569 3.394 -0.5 -0.3 0.2
H -2.346 -4.440 3.603 0.1 -0.2 -0.6
H -2.466 -2.743 3.321 -0.1 0.4 -0.4
H -3.543 -3.838 2.362 0.1 -0.1 -0.1
H -7.132 -1.334 5.094 0.0 0.3 -0.5
H -7.750 -2.182 6.230 0.0 -0.6 0.4
C 7.554 1.320 1.687 -0.7 0.3 0.0
C 6.760 2.441 2.394 -0.7 -0.9 0.3
C 5.291 1.990 2.753 0.5 -0.9 -0.4
O 4.497 1.872 1.601 -0.6 0.7 -0.1
C 3.152 1.401 1.852 1.4 0.9 -0.8
N 7.488 2.779 3.591 0.4 0.4 0.6
H 7.497 0.417 2.295 0.1 -0.1 0.0
H 8.602 1.589 1.559 -0.1 0.1 0.0
H 7.108 1.091 0.719 0.1 0.0 0.0
H 6.752 3.324 1.755 -0.3 0.0 -0.1
H 4.801 2.538 3.558 0.1 1.0 -0.3
H 5.276 0.987 3.180 0.8 -0.6 0.3
H 2.663 1.705 0.927 -0.5 -0.7 0.0
H 2.664 1.935 2.667 0.1 -0.1 0.3
H 3.222 0.326 2.023 -0.5 -0.1 0.0
H 7.481 2.010 4.246 0.1 -0.3 0.0
H 7.070 3.554 4.086 -0.1 0.2 0.0
C 3.601 -4.221 -1.265 -0.4 -0.9 -1.2
C 2.623 -5.185 -2.026 -0.1 1.1 0.4
C 2.989 -5.498 -3.490 0.6 0.4 1.0
O 1.965 -6.179 -4.115 -1.4 -1.0 -1.0
C 1.965 -6.199 -5.572 -0.8 0.0 1.9
N 2.427 -6.365 -1.225 0.3 -1.1 -0.1
H 3.965 -3.437 -1.930 -0.3 0.3 0.2
H 4.484 -4.766 -0.934 0.0 -0.2 0.1
H 3.084 -3.819 -0.394 0.1 0.2 -0.1
H 1.627 -4.743 -2.034 -0.1 1.0 -0.6
H 3.868 -6.142 -3.464 0.5 0.2 -0.2
H 3.152 -4.562 -4.024 0.5 0.3 0.1
H 1.330 -7.044 -5.838 0.4 -0.2 -0.1
H 2.979 -6.268 -5.967 -0.2 0.1 -0.2
H 1.377 -5.333 -5.877 0.6 0.4 -0.5
H 2.197 -6.091 -0.280 0.1 0.1 0.2
H 1.577 -6.793 -1.563 -0.1 -0.6 0.1
C -3.059 -2.068 8.347 0.1 -0.5 -0.2
C -1.850 -1.276 7.864 -0.9 0.8 -1.4
C -1.394 -1.660 6.411 0.1 0.0 1.7
O -0.178 -0.963 6.072 -1.3 -0.2 -0.1
C 0.152 -1.156 4.678 -0.6 -0.7 1.8
N -2.323 0.123 7.765 0.8 0.2 0.8
H -3.248 -1.987 9.417 0.4 0.2 0.1
H -2.906 -3.124 8.121 -0.3 -0.1 0.0
H -3.977 -1.695 7.893 0.0 -0.2 -0.3
H -1.049 -1.433 8.586 0.2 0.5 -0.2
H -2.221 -1.381 5.759 0.0 0.1 -0.4
H -1.344 -2.749 6.411 0.7 -0.3 -0.6
H 0.347 -2.229 4.658 0.7 -0.1 -0.9
H 0.991 -0.492 4.469 -0.1 -0.3 -0.3
H -0.728 -1.000 4.055 0.0 0.4 -0.2
H -3.068 0.129 7.082 -0.4 -0.1 0.0
H -1.595 0.649 7.303 0.3 0.3 0.1
C -5.007 3.650 0.677 1.1 -0.2 0.9
C -4.409 2.775 -0.405 0.9 -0.8 0.4
C -3.849 1.351 0.043 -0.4 1.5 -0.2
O -2.840 1.453 1.043 -0.2 0.6 0.2
C -2.448 0.208 1.568 -0.9 -0.8 0.0
N -5.472 2.615 -1.377 -0.3 0.0 -0.2
H -4.291 3.822 1.481 0.2 -0.1 0.1
H -5.894 3.224 1.146 -0.2 0.2 -0.4
H -5.126 4.634 0.223 -0.7 0.0 0.1
H -3.609 3.379 -0.833 0.6 -0.2 0.0
H -3.377 0.801 -0.771 -0.5 0.0 -0.6
H -4.769 0.851 0.347 0.2 -0.6 0.5
H -3.322 -0.334 1.930 -0.4 0.0 0.3
H -1.766 0.287 2.415 0.1 0.5 -0.3
H -2.040 -0.482 0.829 0.5 0.3 -0.2
H -5.718 3.557 -1.647 -0.4 0.1 -0.1
H -5.171 2.159 -2.226 0.4 0.0 -0.1
C -7.427 0.444 -3.828 1.3 -0.5 -2.0
C -6.301 -0.422 -3.241 -1.3 -0.4 1.5
C -4.863 -0.215 -3.722 -1.2 0.6 -0.1
O -4.652 1.208 -3.678 0.5 -0.8 -0.3
C -3.442 1.660 -4.258 -0.1 -1.0 -0.7
N -6.439 -0.229 -1.782 0.9 -0.3 -0.2
H -8.414 0.173 -3.453 0.3 0.1 0.3
H -7.427 0.179 -4.886 -0.4 0.4 -0.5
H -7.195 1.506 -3.754 -0.3 -0.1 0.2
H -6.578 -1.454 -3.457 0.2 -0.3 -0.1
H -4.799 -0.700 -4.697 0.0 0.8 -0.9
H -4.123 -0.798 -3.174 0.0 0.3 0.8
H -2.602 1.025 -3.977 0.3 0.2 0.6
H -3.273 2.718 -4.060 -0.1 -0.2 0.2
H -3.495 1.480 -5.332 -0.1 0.4 -0.4
H -7.413 -0.394 -1.573 -0.1 -0.2 0.2
H -6.353 0.775 -1.716 0.0 0.3 0.9
C -1.080 -1.248 -8.062 -0.3 -0.9 -0.9
C -1.475 -0.537 -6.812 -0.9 -1.9 0.2
C -1.801 -1.595 -5.729 -0.5 0.4 -0.1
O -0.729 -2.513 -5.583 0.4 1.0 -0.7
C -0.924 -3.529 -4.633 -0.6 0.7 0.2
N -0.354 0.244 -6.418 0.7 0.3 -0.1
H -1.907 -1.886 -8.373 0.1 -0.1 -0.5
H -0.203 -1.877 -7.911 0.0 0.0 0.1
H -0.834 -0.510 -8.826 -0.2 -0.1 -0.3
H -2.357 0.037 -7.095 -0.2 0.3 0.7
H -2.726 -2.093 -6.022 -0.1 -0.5 -0.2
H -2.053 -1.107 -4.787 0.3 0.2 0.4
H -1.010 -3.107 -3.632 0.1 0.1 0.3
H -0.061 -4.195 -4.649 -0.3 -0.2 -0.2
H -1.895 -3.971 -4.857 0.1 -0.8 0.1
H 0.034 0.438 -7.331 0.6 1.1 0.0
H 0.267 -0.502 -6.140 0.8 0.0 0.7
C 1.816 6.821 3.142 0.4 0.3 0.7
C 1.780 5.401 3.704 -0.7 0.8 -0.6
C 0.632 4.678 3.032 0.1 0.1 1.2
O 0.496 3.403 3.645 1.4 0.4 0.0
C -0.257 2.500 2.896 -1.2 0.5 0.9
N 3.041 4.716 3.478 -0.7 0.0 0.5
H 0.984 7.451 3.457 -0.2 -0.2 0.3
H 1.829 6.897 2.054 0.4 -0.4 -0.1
H 2.716 7.253 3.581 0.1 0.4 -0.4
H 1.530 5.453 4.763 0.2 0.0 0.2
H 0.820 4.569 1.964 -0.2 0.1 -0.3
H -0.204 5.334 3.277 -0.7 -0.4 -0.5
H 0.016 2.451 1.842 0.1 -0.2 -0.1
H -1.268 2.889 3.015 -0.6 -0.5 -0.7
H -0.227 1.544 3.420 0.2 -0.1 -0.3
H 2.702 3.774 3.616 0.7 -0.7 0.2
H 3.115 4.806 2.475 0.8 -0.2 -0.4
C -0.523 -6.266 1.291 -1.1 0.1 2.2
C -1.449 -6.663 0.162 0.8 2.3 0.4
C -1.679 -5.377 -0.766 0.0 -1.7 0.5
O -2.313 -4.267 -0.114 1.1 -0.3 -1.3
C -2.174 -3.122 -0.971 -0.2 0.4 0.5
N -0.709 -7.679 -0.500 0.1 -0.4 -2.3
H 0.550 -6.160 1.129 -0.3 0.4 -0.8
H -0.550 -7.049 2.049 -0.1 -0.4 0.1
H -0.948 -5.421 1.833 0.3 0.4 -0.1
H -2.408 -7.040 0.518 -0.2 0.4 0.3
H -2.251 -5.710 -1.633 -0.5 0.1 -0.2
H -0.708 -5.120 -1.191 0.4 0.3 0.3
H -2.691 -3.206 -1.927 -0.6 -0.3 0.1
H -1.162 -2.846 -1.267 0.6 -0.5 0.4
H -2.520 -2.242 -0.428 -0.4 -0.2 0.0
H -0.581 -8.524 0.038 -0.1 0.1 0.2
H -1.205 -7.918 -1.347 0.1 -0.5 -0.3
C 1.418 -4.953 5.901 0.1 -0.3 -0.4
C 1.425 -6.108 4.852 0.3 1.2 0.1
C 2.811 -6.159 4.057 -1.5 -0.4 0.6
O 3.020 -5.048 3.190 0.5 -0.8 0.0
C 4.107 -5.218 2.246 -0.9 0.4 0.0
N 1.086 -7.346 5.562 0.4 0.5 -0.4
H 1.781 -3.986 5.552 0.3 -0.2 -0.4
H 2.081 -5.291 6.697 0.1 0.2 0.2
H 0.460 -4.699 6.355 -0.3 -0.6 -0.1
H 0.621 -6.025 4.120 0.1 0.5 -0.2
H 2.733 -7.110 3.529 0.2 -0.1 -0.6
H 3.604 -6.303 4.790 0.4 0.3 0.1
H 4.219 -4.249 1.759 0.2 0.1 0.3
H 3.869 -5.891 1.422 -0.3 -0.4 0.2
H 5.051 -5.555 2.673 -0.1 0.1 0.4
H 1.213 -8.117 4.923 0.0 -0.4 0.2
H 1.680 -7.458 6.371 0.2 -0.3 0.1
C -0.660 0.199 -1.712 -0.9 -1.1 1.6
C 0.624 0.355 -0.867 -0.1 0.9 -0.6
C 1.265 -0.889 -0.240 -0.5 1.0 -0.1
O 0.369 -1.415 0.716 0.4 -1.2 -0.7
C 0.893 -2.640 1.228 -0.6 0.7 1.1
N 1.569 1.048 -1.727 1.0 -0.1 0.7
H -0.530 -0.412 -2.605 0.2 -0.1 0.0
H -1.186 1.109 -2.001 0.7 0.5 0.0
H -1.420 -0.250 -1.072 -0.1 -0.6 -0.1
H 0.449 1.015 -0.018 -0.6 0.1 0.2
H 2.152 -0.608 0.327 0.3 0.3 -0.3
H 1.591 -1.585 -1.013 -0.2 -0.5 -0.2
H 0.130 -2.937 1.948 0.1 -0.7 -0.2
H 1.797 -2.484 1.818 0.3 0.3 0.0
H 1.155 -3.402 0.495 -0.5 0.0 -0.4
H 1.037 1.564 -2.413 0.1 0.1 -0.4
H 2.062 0.341 -2.254 0.2 -0.1 -0.4
C 2.146 2.579 -5.599 -0.4 0.8 -0.2
C 0.972 3.178 -4.858 -1.6 -1.7 -0.1
C -0.087 3.792 -5.783 -0.4 1.5 -0.3
O -1.120 4.450 -5.012 -0.8 -0.7 0.5
C -2.160 5.119 -5.783 2.3 0.1 0.0
N 0.306 2.004 -4.198 0.5 1.6 0.7
H 1.790 1.776 -6.245 0.0 0.1 -0.2
H 2.846 2.137 -4.890 0.2 0.3 -0.1
H 2.542 3.408 -6.186 0.7 -0.4 -0.1
H 1.311 3.925 -4.141 -0.1 0.0 0.1
H -0.572 3.077 -6.448 0.2 -0.5 0.1
H 0.347 4.555 -6.429 0.3 0.2 -0.2
H -1.596 5.972 -6.160 -0.5 0.3 -0.7
H -2.972 5.524 -5.178 0.2 -0.5 0.4
H -2.527 4.507 -6.607 -0.1 -0.1 0.0
H -0.598 2.364 -3.925 -0.4 -0.2 0.3
H 0.125 1.332 -4.929 -0.2 -0.1 -0.1
```
Forces are in eV/Å.